*P*
C2H8N2O | ωB97M-V/def2-TZVPD

ORCA input file:
```
! wB97M-V def2-TZVPD RIJCOSX def2/J DEFGRID3
* xyz 0 1
C 1.0521 -0.4146 -1.3698
C -0.3860 -0.0825 -1.0842
N -0.4130 1.0128 2.3309
N -0.9273 -0.6634 0.7095
O -0.0945 -0.2524 1.7218
H 1.6755 -0.1415 -0.5985
H 1.2223 -1.4699 -1.5578
H 1.3956 0.1596 -2.2478
H -0.5687 0.9919 -0.9272
H -1.2590 -0.5565 -1.5445
H -1.4256 1.0116 2.2595
H 0.0045 1.8196 1.7801
H -0.2760 -1.4147 0.5280
*
```

HOMO level (eV): -8.46

*Q*
C2H8N2O | ωB97M-V/def2-TZVPD

ORCA input file:
```
! wB97M-V def2-TZVPD RIJCOSX def2/J DEFGRID3
* xyz 0 1
C 0.1017 -0.8686 0.1823
C -1.4776 0.7480 0.2814
N 0.1539 0.5485 0.1098
N 1.6517 -1.2148 0.1335
O 0.4444 0.9066 -1.2426
H 1.0250 1.6783 -1.1178
H 2.1297 -0.8043 0.9317
H 2.0687 -0.9225 -0.7469
H -0.3501 -1.3862 -0.6654
H -0.2192 -1.2417 1.1532
H -2.1639 -0.0229 -0.0790
H -1.6435 0.9302 1.3446
H -1.7209 1.6494 -0.2847
*
```

SMILES string: CN(O)CN
HOMO level (eV): -8.77

*R*
C2H8N2O | ωB97M-V/def2-TZVPD

ORCA input file:
```
! wB97M-V def2-TZVPD RIJCOSX def2/J DEFGRID3
* xyz 0 1
O -2.0937 -0.8423 0.8992
C -2.7201 -0.1563 0.1541
H -2.6748 -0.2874 -0.9462
H -3.2768 0.7385 0.4850
N 2.0863 -0.3733 -0.7374
C 0.8542 -0.3258 0.0151
N 0.4032 1.1171 0.1543
H 2.3152 -1.2888 -1.0944
H 2.8428 -0.0390 -0.1572
H 0.0533 -0.8025 -0.5483
H 0.8117 -0.6694 1.0506
H 0.3123 1.3254 1.1358
H 1.0865 1.6038 -0.4107
*
```

SMILES string: C=O.NCN
HOMO level (eV): -8.87

*R* comes first in stability; the runner-up is 0.0583 hartree higher.

*P*
C4H12S | ωB97M-V/def2-TZVPD

ORCA input file:
```
! wB97M-V def2-TZVPD RIJCOSX def2/J DEFGRID3
* xyz 0 1
C -2.3819 0.8849 0.1742
C -1.0428 1.4531 0.7062
S -2.3005 -0.4593 -0.8867
H -3.0100 0.6531 1.1735
H -2.8299 1.7318 -0.3534
H -0.9848 1.1749 1.8403
H -2.2180 -1.6495 -0.2864
H -0.8523 2.5731 0.6144
H -0.2692 0.9133 0.0482
C 2.6953 -0.5288 -0.4924
C 1.3281 -1.2740 -0.2016
H 2.9119 -0.7890 -1.5477
H 2.4125 0.4733 -0.5261
H 3.4968 -0.7389 0.0886
H 0.7890 -1.0311 -1.1175
H 0.8669 -1.0129 0.8241
H 1.3888 -2.3739 -0.0574
*
```

SMILES string: CCS.CC
HOMO level (eV): -8.95

*Q*
C4H12S | ωB97M-V/def2-TZVPD

ORCA input file:
```
! wB97M-V def2-TZVPD RIJCOSX def2/J DEFGRID3
* xyz 0 1
C -4.0450 1.3486 -1.0945
C -4.1480 2.2383 0.1422
H -4.9805 0.8432 -1.3222
H -3.8737 2.0001 -1.9446
H -3.1260 0.7668 -1.1847
H -5.1797 2.5123 0.3550
H -3.5447 3.1295 0.0276
H -3.7296 1.8311 1.0690
C 1.2203 -1.7904 1.0359
C 2.7909 0.3873 0.2108
S 2.4101 -1.2910 -0.2204
H 1.5589 -2.7439 1.3679
H 1.0812 -1.1250 1.8854
H 0.2403 -1.9839 0.5971
H 1.9928 1.1070 0.1010
H 3.6004 0.7734 -0.3962
H 3.1873 0.5024 1.2174
*
```

SMILES string: CSC.CC
HOMO level (eV): -8.45

*Q* comes first in stability; the runner-up is 0.0404 hartree higher.

*P*
C4H6NO2 | ωB97M-V/def2-TZVPD

ORCA input file:
```
! wB97M-V def2-TZVPD RIJCOSX def2/J DEFGRID3
* xyz -1 1
C 0.3982 0.4599 -0.3373
C 0.6428 1.7668 -0.7919
C -0.1452 -1.4486 0.4979
C -0.8930 -0.3545 -0.2291
N 1.2374 -0.5590 -0.1378
O 2.4422 -0.6953 0.4520
O -1.9586 0.2733 0.4759
H 1.5484 2.2771 -0.5990
H -0.2155 2.1581 -1.1985
H -0.2940 -1.2628 1.5255
H -0.1586 -2.5069 0.3814
H -1.1826 -0.6830 -1.2086
H -1.4217 0.5749 1.1694
*
```

SMILES string: C=C1[C@H](O)CN1[O-]
HOMO level (eV): -1.95

*Q*
C4H6NO2 | ωB97M-V/def2-TZVPD

ORCA input file:
```
! wB97M-V def2-TZVPD RIJCOSX def2/J DEFGRID3
* xyz -1 1
C -0.4286 -1.8124 0.5856
C -0.7703 0.7549 0.1760
C 0.5566 1.2602 -0.3130
C -0.5508 -0.7221 -0.2782
N 1.4505 0.0456 0.0493
O 2.3970 -0.1487 -0.6861
O -0.4399 -3.0249 0.4276
H -0.7521 -1.4151 1.6173
H -0.8083 0.8399 1.3039
H -1.6730 1.2020 -0.3490
H 0.6061 1.6415 -1.4870
H 0.8236 2.2237 0.3326
H -0.4108 -0.8444 -1.3790
*
```

SMILES string: O=NCC/C=C/[O-]
HOMO level (eV): -2.42

*Q* comes first in stability; the runner-up is 0.0168 hartree higher.

*P*
C4H6NO2 | ωB97M-V/def2-TZVPD

ORCA input file:
```
! wB97M-V def2-TZVPD RIJCOSX def2/J DEFGRID3
* xyz -1 1
C -3.0317 -0.1650 -0.0148
C -0.8202 1.3041 -0.0591
C -0.4049 -0.1211 0.4281
C 0.6459 -0.9187 -0.3821
N -1.5771 0.1519 -0.3823
O -3.1088 -1.4065 0.0301
O -3.8096 0.7898 -0.0164
H -1.1619 2.1233 0.5954
H -0.1347 1.7040 -0.9743
H -0.5621 -0.3283 1.5146
H 1.4355 -0.4177 -1.0084
H 0.0934 -1.6875 -1.0621
H 1.3787 -1.4135 0.3250
*
```

SMILES string: C[C@H]1CN1C(=O)[O-]
HOMO level (eV): -4.16

*Q*
C4H6NO2 | ωB97M-V/def2-TZVPD

ORCA input file:
```
! wB97M-V def2-TZVPD RIJCOSX def2/J DEFGRID3
* xyz -1 1
C 2.1211 -1.2124 0.0247
C 1.7451 -0.1477 -0.3852
C -1.7676 -0.7783 0.4755
C 1.2659 1.0933 -0.7898
N -0.6680 1.3394 -0.3635
O -0.8046 1.7050 0.7607
O -1.3165 -0.1388 -0.6520
H 2.5581 -2.1541 0.3132
H -1.2997 -1.7987 0.6838
H -2.8232 -0.9414 0.4794
H -1.8244 -0.0634 1.4508
H 1.2803 1.2636 -1.8814
H 1.5336 1.8334 -0.1163
*
```

HOMO level (eV): -1.97

*R*
C4H6NO2 | ωB97M-V/def2-TZVPD

ORCA input file:
```
! wB97M-V def2-TZVPD RIJCOSX def2/J DEFGRID3
* xyz -1 1
C 0.2532 0.1481 0.4310
C 0.2675 -1.0074 -0.3165
C -1.1104 1.5099 -1.1823
C 0.9201 0.3030 1.6349
N -0.3666 1.4123 -0.0898
O -0.2761 2.4174 0.5529
O 1.6282 -0.7276 2.3101
H -0.6736 -1.1672 -0.9663
H 0.7699 -1.7661 0.1982
H -1.5754 0.7672 -1.6712
H -1.7469 2.4704 -1.2919
H 0.9839 1.2229 2.1043
H 1.2241 -1.5741 2.1679
*
```

HOMO level (eV): -1.29

*P* comes first in stability; the runner-up is 0.1694 hartree higher.

*P*
C3H8N | ωB97M-V/def2-TZVPD

ORCA input file:
```
! wB97M-V def2-TZVPD RIJCOSX def2/J DEFGRID3
* xyz 1 1
C 1.4504 -0.0375 -0.6540
C 0.2517 -0.0077 -1.4635
C -1.0245 0.1766 -0.7269
N -1.8853 -0.7459 -0.6601
H 2.2715 -0.2719 -1.3286
H 1.5693 0.9497 -0.1246
H 1.5387 -0.8728 0.1029
H 0.1706 -0.1547 -2.5445
H -1.1803 1.1795 -0.2664
H -2.8518 -0.4559 -0.5229
H -0.4028 0.2900 4.5378
H 0.0925 -0.0494 3.6509
*
```

HOMO level (eV): -15.39

*Q*
C3H8N | ωB97M-V/def2-TZVPD

ORCA input file:
```
! wB97M-V def2-TZVPD RIJCOSX def2/J DEFGRID3
* xyz 1 1
C -0.8466 1.1386 -0.6228
C 0.4157 0.6766 0.0892
C 0.4828 -1.7950 0.1824
N 0.2587 -0.6620 0.7246
H -0.6245 2.1615 -0.9271
H -1.7252 1.1779 0.0185
H -1.0824 0.5254 -1.4876
H 0.6729 1.3137 0.9261
H 1.2587 0.6340 -0.5861
H 0.3993 -2.6539 0.8319
H 0.7168 -1.8245 -0.8734
H 0.0739 -0.6922 1.7245
*
```

SMILES string: C=[NH+]CC
HOMO level (eV): -17.38

*Q* comes first in stability; the runner-up is 0.2036 hartree higher.

*P*
C3H8N | ωB97M-V/def2-TZVPD

ORCA input file:
```
! wB97M-V def2-TZVPD RIJCOSX def2/J DEFGRID3
* xyz 1 1
C -0.7085 -0.5055 1.1727
C -1.7150 -0.0690 0.2420
C 2.2903 0.9949 -1.0025
N -0.6864 -0.7358 -0.2371
H 0.1071 0.1387 1.5774
H -0.8603 -1.4218 1.8668
H -2.6190 -0.6955 0.3957
H -2.0048 0.9082 -0.0939
H 2.8333 1.8968 -0.7215
H 1.9156 0.9549 -2.0682
H 2.1378 0.1414 -0.4421
H -0.6898 -1.6074 -0.6893
*
```

HOMO level (spin up / spin down) (eV): -15.61 / -12.98

*Q*
C3H8N | ωB97M-V/def2-TZVPD

ORCA input file:
```
! wB97M-V def2-TZVPD RIJCOSX def2/J DEFGRID3
* xyz 1 1
C 1.5728 -0.9305 -0.7174
C 0.3081 -0.5996 0.0113
C -0.2215 0.6497 -0.1059
N -1.4967 0.8453 0.6907
H 1.4876 -0.5320 -1.7399
H 1.7443 -2.0111 -0.9119
H 2.4843 -0.6660 -0.0190
H -0.0346 -1.4893 0.5563
H 0.3782 1.5258 -0.4928
H -2.1869 0.1986 0.3332
H -1.9267 1.7948 0.6414
H -1.4261 0.5449 1.6700
*
```

SMILES string: C/C=C/[NH3+]
HOMO level (eV): -14.86

*Q* comes first in stability; the runner-up is 0.1961 hartree higher.